2 unconnected molecules or ions with the total composition C5H17N2O at a distorted geometry, computed with wB97M-V/def2-TZVPD.

Geometry as XYZ:
```
25
Properties=species:S:1:pos:R:3:nbo_charge:R:1
C -1.75330 1.02912 -1.07787 -0.2392
C -0.40269 1.65149 -0.93262 -0.4673
C 0.33772 1.61472 0.36957 -0.4348
C 1.07778 0.44285 1.06716 -0.3942
C 0.01046 -0.65631 1.60854 -0.2559
N -0.35120 -1.52537 0.48862 -0.7329
N -1.64590 -0.36117 -1.59302 -0.8683
H -2.40020 1.59658 -1.87363 0.2069
H -2.27073 1.09449 -0.12602 0.2044
H -0.47682 2.72447 -1.28127 0.2575
H 0.44487 1.37145 -1.63478 0.2182
H 1.27191 2.23693 0.30448 0.2366
H -0.19726 2.18676 1.16641 0.2060
H 1.82779 0.75568 1.83238 0.2479
H 1.67512 -0.03451 0.28050 0.2061
H 0.57000 -1.17852 2.37943 0.2307
H -0.84621 -0.14168 2.11335 0.2280
H -1.27169 -1.94058 0.57012 0.4210
H 0.33804 -2.26379 0.30469 0.4550
H -1.12558 -0.29744 -2.47190 0.3978
H -2.57038 -0.77646 -1.58095 0.3936
H -0.53961 -0.85732 -0.36064 0.4726
H 3.20672 -1.57127 -0.13465 0.5088
H 2.60894 -3.02326 0.34106 0.5011
O 2.48222 -2.07686 0.24106 -0.9996
```

As for the net charge: +1. As for the energy above the lowest of the compared OMol25 structures with the same formula, charge and spin: 1.591 eV.

---

A single C6H8 molecule, computed with wB97M-V/def2-TZVPD.

Geometry as XYZ:
```
14
Properties=species:S:1:pos:R:3:nbo_charge:R:1
C -0.88017 -0.29391 1.27199 -0.1850
C -1.25615 0.65728 0.41701 -0.1965
C -0.45481 0.61252 -0.84714 -0.2666
C 1.04566 0.81529 -0.86054 -0.4032
C 0.48818 -0.55966 -0.67748 -0.2228
C 0.33859 -1.03749 0.76997 -0.4444
H -1.34686 -0.50701 2.22954 0.2091
H -2.08749 1.34013 0.56990 0.2138
H -0.97381 0.80317 -1.78140 0.2189
H 1.55718 1.28486 -0.02372 0.2109
H 1.48477 1.03627 -1.83120 0.2165
H 0.60056 -1.29833 -1.46573 0.2197
H 1.20908 -0.72787 1.36532 0.2143
H 0.27529 -2.12526 0.86348 0.2153
```

As for the energy above the lowest of the compared OMol25 structures with the same formula, charge and spin: 0.572 eV.

---

A molecular structure, C19H18I2N2OPdSi, computed with wB97M-V/def2-TZVPD.

Geometry as XYZ:
```
44
Properties=species:S:1:pos:R:3:nbo_charge:R:1
Pd 0.50584 -0.37987 0.28056 0.4345
I 3.79244 -3.99574 1.95496 0.1510
C 2.56135 -4.02238 0.28011 -0.2778
C 2.53806 -5.15481 -0.54539 -0.2241
C 1.73737 -5.20835 -1.65470 -0.1889
I 1.76381 -6.93954 -2.82424 0.1299
C 0.91193 -4.10537 -1.98486 -0.1128
C 0.04175 -4.04936 -3.09647 -0.1213
C -0.71517 -2.93623 -3.32345 -0.2650
C -0.61273 -1.85288 -2.43489 0.0641
N 0.18112 -1.86849 -1.39386 -0.4834
C 0.94577 -2.96651 -1.14554 0.0792
C 1.78436 -2.89887 0.02284 0.4107
O 1.80297 -1.85014 0.78086 -0.7491
H 3.16717 -5.99682 -0.29102 0.2356
H -0.01629 -4.89945 -3.76312 0.2294
H -1.38499 -2.87674 -4.16980 0.2235
H -1.19539 -0.95135 -2.58811 0.1941
N -0.69235 1.14288 -0.11245 -0.3609
C -1.38774 2.02485 -0.33666 0.3858
C -2.26354 3.13035 -0.59601 -0.1176
C -3.64262 2.94930 -0.50960 -0.1771
C -4.48128 4.02333 -0.75142 -0.2059
C -3.94759 5.26362 -1.07500 -0.1752
C -2.57276 5.43848 -1.15880 -0.2052
C -1.72238 4.37308 -0.91957 -0.1749
H -4.04300 1.97797 -0.25326 0.2309
H -5.55272 3.89276 -0.68559 0.2265
H -4.60779 6.10010 -1.26199 0.2236
H -2.16190 6.40687 -1.40926 0.2268
H -0.64932 4.49394 -0.97767 0.2323
C 3.14187 0.76299 2.05805 -1.1361
Si 1.27723 0.64114 2.17936 1.4440
C 0.81850 -0.46325 3.62083 -1.1356
C 0.58131 2.36254 2.49664 -1.1319
H 3.56153 1.13957 2.99538 0.2281
H 3.45316 1.43121 1.25277 0.2320
H 3.56205 -0.22477 1.86189 0.2595
H 1.22615 -0.06313 4.55394 0.2283
H 1.22496 -1.46359 3.46342 0.2556
H -0.26415 -0.54969 3.73250 0.2320
H 1.00696 2.75607 3.42418 0.2338
H -0.50490 2.34513 2.60973 0.2268
H 0.83094 3.06115 1.69474 0.2249
```

As for the energy above the lowest of the compared OMol25 structures with the same formula, charge and spin: 0.000 eV.

---

| no. | Kohn-Sham gap (eV) | LUMO energy (eV) | DFT total energy (Ha) |
| --- | --- | --- | --- |
| 1 | 10.8521 | -2.8094 | -385.18227 |
| 2 | 10.0080 | 1.2554 | -233.36600 |
| 3 | 6.8938 | -0.3576 | -1932.39164 |